## one
8
Properties=species:S:1:pos:R:3 method="wB97M-V/def2-TZVPD" lumo_ev=4.11 spin_multiplicity=1 total_charge=-1 smiles="O=S(=O)([O-])C1OO1"
C 0.16911 0.28627 0.79315
O 0.78002 -0.35324 -1.70357
O -1.17634 -1.43315 -0.51479
O -1.17285 0.89746 -1.23440
O 0.87528 -0.67166 1.53935
O 1.52789 0.45027 0.90272
S -0.40967 -0.24181 -0.87416
H -0.59343 1.06585 1.09171

## two
8
Properties=species:S:1:pos:R:3 method="wB97M-V/def2-TZVPD" lumo_ev=4.10 spin_multiplicity=1 total_charge=-1 smiles="O=S(=O)([O-])C1OO1"
C -0.80775 0.12626 0.04603
O 1.70208 0.50399 0.84676
O 0.81098 -1.75118 0.52454
O 1.30250 -0.34103 -1.42503
O -1.21866 1.23446 0.72295
O -1.25430 1.33793 -0.68943
S 0.97443 -0.40636 -0.01372
H -1.50929 -0.70407 -0.01209

Which is the most stable structure? two is the most stable.

## one
21
Properties=species:S:1:pos:R:3 method="wB97M-V/def2-TZVPD" lumo_ev=1.05 spin_multiplicity=1 smiles=C[C@@H]1[C@H](C)C1(C)C
C -0.21854 0.97437 -1.91606
C -0.26469 -0.29695 -1.09176
C 0.80706 -0.76939 -0.12433
C 2.09847 -0.07436 0.25062
C -0.51905 -0.28119 0.39681
C -0.57044 1.06450 1.09480
C -1.42523 -1.32150 1.01974
H -1.19271 1.47995 -1.89578
H 0.01046 0.75140 -2.96390
H 0.53015 1.69192 -1.56512
H -0.75482 -1.11475 -1.62087
H 0.90902 -1.85483 -0.10880
H 2.96522 -0.61011 -0.14959
H 2.19756 -0.06574 1.34461
H 2.16059 0.96402 -0.08978
H -0.29195 0.96761 2.15138
H -1.58530 1.47915 1.05446
H 0.10212 1.79935 0.64308
H -1.38755 -2.26470 0.46232
H -1.10073 -1.52935 2.04830
H -2.46968 -0.98940 1.05989

## two
21
Properties=species:S:1:pos:R:3 method="wB97M-V/def2-TZVPD" lumo_ev="0.77 / 0.51" spin_multiplicity=1
C 2.00944 -0.78787 0.81759
C 0.82976 -0.73392 -0.07812
C 0.01168 0.41970 -0.09278
C 0.41240 1.70058 0.36378
C -1.11615 0.39065 -1.22299
C -1.59107 0.17234 0.11494
C -2.09073 -1.15749 0.61811
H 2.39209 -1.79324 0.96473
H 2.84642 -0.18260 0.47521
H 1.73596 -0.36779 1.78465
H 1.98925 0.70764 -1.91854
H 0.58855 -1.58305 -0.70033
H 1.40767 1.89203 0.69039
H -0.30711 2.45099 0.62724
H 1.85795 1.42721 -1.72093
H -1.24867 1.34948 -1.70751
H -1.02286 -0.46840 -1.88180
H -2.00952 1.03714 0.62479
H -1.83204 -1.30450 1.67033
H -1.67894 -1.98962 0.04281
H -3.18409 -1.17930 0.52844

## three
21
Properties=species:S:1:pos:R:3 method="wB97M-V/def2-TZVPD" lumo_ev=0.88 spin_multiplicity=1
C 0.45052 -0.14684 -0.19923
C -0.28431 1.00071 0.12874
C 2.03156 1.20890 0.30652
C 0.61896 -1.26396 0.79437
C 0.66369 -0.52642 -1.64010
C -2.03519 -0.01250 -0.21035
C -2.88573 -0.16118 0.79868
H -0.39789 1.78051 -0.61282
H -0.41992 1.25790 1.17149
H -2.36498 -0.21426 -1.23047
H 1.64487 -1.63921 0.75546
H 0.53553 0.32613 -2.30736
H 2.73980 0.87528 -0.44997
H 1.89486 2.28711 0.24070
H 2.34590 0.92036 1.30758
H -0.04517 -2.09277 0.54146
H 0.40124 -0.93991 1.81192
H 1.66739 -0.93664 -1.77528
H -0.04860 -1.30355 -1.92652
H -2.57953 0.02118 1.82940
H -3.93301 -0.44084 0.66578

## four
21
Properties=species:S:1:pos:R:3 method="wB97M-V/def2-TZVPD" lumo_ev=1.10 spin_multiplicity=1 smiles=CC[C@@]1(C)C[C@H]1C
C -2.27211 0.12683 0.95698
C -0.86634 0.67520 0.72440
C -0.06510 0.01430 -0.41394
C -0.78755 -0.95403 -1.34835
C 0.95495 0.93197 -1.03487
C 1.42119 -0.29341 -0.31360
C 2.28595 -0.24627 0.92328
H -2.80907 0.72507 1.70023
H -2.86846 0.15558 0.04048
H -2.25196 -0.90942 1.30676
H -0.95953 1.74430 0.49502
H -0.30642 0.63007 1.66475
H -1.85853 -0.76080 -1.44680
H -0.67260 -1.99069 -1.00718
H -0.36194 -0.89574 -2.35604
H 1.02952 0.99523 -2.11447
H 1.10144 1.88056 -0.52457
H 1.70767 -1.10564 -0.98192
H 2.45461 -1.25480 1.31657
H 1.85683 0.35512 1.73004
H 3.26745 0.17656 0.68324

Which is the most stable structure? one is the most stable.